1.
C13H19N3 | wB97M-V/def2-TZVPD

As for the total charge: +2. The orbital gap is 8.8 eV. For the energy relative to the best compared isomer or geometry (same formula, charge and spin), the calculation gives 73.8 kcal/mol.

The geometry in XYZ format:
```
35
Properties=species:S:1:pos:R:3:forces:R:3
C 1.42947 -1.75160 0.46717 0.48 0.26 0.38
C 1.48043 -2.32776 1.70703 -1.90 -0.34 0.36
C -0.28312 -0.25916 1.28650 1.52 -0.48 0.18
C 0.61498 -0.62878 0.24023 -0.57 -0.87 1.54
C -0.24420 -0.91395 2.48799 -1.50 -1.41 1.39
C -2.28410 0.23385 3.31966 1.90 -1.90 -0.63
C -2.34316 0.27834 4.59734 1.21 -0.69 -0.38
C -1.28482 0.83478 1.20120 0.13 -0.81 1.66
C -2.60566 0.46128 1.91667 4.12 2.64 2.21
C 1.27180 -0.83604 -2.07772 -5.27 -1.35 -1.08
C 0.86349 1.35626 -1.23745 0.55 -0.05 5.21
C 0.71121 -0.39368 -3.45922 1.57 1.16 1.33
C 0.35506 1.80538 -2.47659 -1.79 2.06 -3.10
N 0.58040 -2.02249 2.67212 -0.26 2.99 -1.35
N 0.62568 -0.07694 -1.00185 0.46 1.41 -2.17
N 1.02502 1.08637 -3.61211 -2.14 -0.92 -2.35
H 2.05995 -2.09977 -0.33644 0.21 -0.20 0.45
H 2.00386 -3.17464 2.02372 1.48 -1.11 -0.39
H -2.82533 1.07510 5.04184 -1.83 1.55 0.87
H -1.77112 -0.29791 5.30403 0.31 -0.27 -0.22
H -0.85824 1.73239 1.59161 0.11 0.86 0.25
H -1.46348 0.91529 0.20637 -1.02 0.87 -3.11
H -2.92184 -0.38059 1.48356 -2.20 -3.00 -1.58
H -3.17158 1.34591 1.91023 -1.63 0.94 -0.35
H 0.67263 -1.78190 -2.03222 1.52 -0.07 0.11
H 2.28119 -0.94203 -2.03989 3.06 -0.31 0.23
H 1.97540 1.54652 -1.18073 -0.92 0.08 0.21
H 0.31095 1.95481 -0.39742 1.38 -0.92 -1.49
H 1.06850 -0.92434 -4.34113 -0.07 -0.18 0.32
H -0.32334 -0.41768 -3.28344 -1.56 -0.31 -0.60
H -0.79382 1.71285 -2.59298 1.94 -0.20 -0.01
H 0.59296 2.86048 -2.64768 -0.13 -0.06 0.30
H 0.64645 -2.52358 3.54648 -0.30 0.17 0.13
H 2.02410 1.12186 -3.77730 0.47 0.88 0.62
H 0.58030 1.43135 -4.50957 0.67 -0.41 1.05
```
Forces are in eV/Å.


2.
C13H19N3O6S | wB97M-V/def2-TZVPD

As for the structure (SMILES): C[C@@H](O)CNc1ccc([N+](=O)[O-])cc1S(=O)(=O)N1CCOCC1. The orbital gap is 8.4 eV. For the energy relative to the best compared isomer or geometry (same formula, charge and spin), the calculation gives 86.5 kcal/mol.

The geometry in XYZ format:
```
42
Properties=species:S:1:pos:R:3:forces:R:3
C -3.32683 -2.18975 -1.42774 -0.06 -0.11 0.47
C -3.02403 -2.49265 0.03490 0.41 0.32 -0.15
O -3.78311 -3.62356 0.39734 -0.10 -0.27 0.03
C -1.52444 -2.76521 0.25681 -0.15 -0.19 0.15
N -0.76027 -1.57108 0.00276 -0.54 0.12 -0.11
C 0.57773 -1.49303 -0.03205 0.08 0.00 0.09
C 1.40662 -2.56982 0.36357 -0.18 0.10 -0.08
C 2.77088 -2.45158 0.36524 0.27 0.23 -0.08
C 3.37461 -1.25374 -0.02946 -1.37 0.02 -0.10
N 4.79613 -1.12804 -0.00877 0.57 0.07 0.02
O 5.27481 -0.05112 -0.30507 0.15 0.19 -0.07
O 5.44535 -2.10509 0.31212 0.16 -0.15 0.05
C 2.58516 -0.18529 -0.44088 0.63 -0.30 0.09
C 1.21779 -0.30230 -0.44138 -0.48 0.42 -0.16
S 0.34758 1.15141 -1.02327 0.36 -0.22 0.52
O 0.89820 1.56568 -2.27361 0.26 0.20 -0.07
O -1.08014 0.89892 -0.97984 0.21 0.09 0.11
N 0.82124 2.25263 0.13880 -0.12 -0.61 -0.82
C 0.09908 2.15045 1.39138 -0.47 0.02 0.38
C -1.20285 2.95863 1.33970 0.01 -0.30 0.11
O -0.95125 4.29576 0.97061 0.06 0.16 0.12
C -0.33278 4.36992 -0.29635 0.27 0.01 -0.13
C 1.00419 3.62584 -0.29600 -0.22 0.48 -0.37
H -4.39710 -2.04890 -1.54737 -0.09 0.06 -0.05
H -2.81304 -1.28956 -1.75232 0.03 0.08 -0.11
H -3.02057 -3.02881 -2.04661 0.07 -0.09 -0.09
H -3.31441 -1.62705 0.65355 0.06 -0.08 -0.08
H -3.67840 -3.80255 1.33794 0.01 0.05 -0.04
H -1.36714 -3.09631 1.29361 -0.04 -0.05 -0.09
H -1.21424 -3.57921 -0.41041 -0.05 -0.01 0.07
H -1.25824 -0.75679 -0.34874 0.10 -0.25 0.10
H 0.95124 -3.49638 0.67094 -0.05 -0.10 0.04
H 3.40158 -3.27275 0.67072 -0.01 -0.03 0.02
H 3.04019 0.73537 -0.77012 0.14 0.05 0.02
H -0.10904 1.09536 1.57451 -0.03 -0.01 0.24
H 0.74852 2.53606 2.18349 -0.03 -0.10 -0.04
H -1.67485 2.99810 2.32288 0.02 -0.09 -0.06
H -1.88549 2.48957 0.61691 0.03 0.08 0.15
H -0.19041 5.43146 -0.50304 0.00 -0.08 -0.09
H -0.98844 3.92748 -1.06181 0.02 0.10 0.03
H 1.43061 3.59429 -1.29757 0.07 0.22 0.06
H 1.70554 4.10363 0.39465 -0.03 -0.06 -0.06
```
Forces are in eV/Å.


3.
C13H19N3OS | wB97M-V/def2-TZVPD

The orbital gap is 8.5 eV. For the energy relative to the best compared isomer or geometry (same formula, charge and spin), the calculation gives 39.2 kcal/mol.

The geometry in XYZ format:
```
37
Properties=species:S:1:pos:R:3:forces:R:3
C -2.96417 5.05047 -1.75516 0.06 -0.11 0.13
C -2.31539 4.44309 -0.53467 -0.16 -0.09 -0.01
N -2.92952 3.78567 0.35862 0.12 0.19 -0.02
C -0.80628 4.57489 -0.43830 0.07 0.00 0.04
C -0.14519 3.34842 -1.00440 -0.15 0.06 0.03
C 0.10104 3.19106 -2.33099 0.12 0.00 -0.21
C 0.66013 1.99309 -2.87835 -0.19 0.30 -0.20
C 0.96332 0.92803 -2.10444 0.06 -0.27 0.08
C 0.73802 1.04722 -0.71036 -0.07 0.12 0.08
N 1.00644 0.12486 0.21957 0.28 -0.04 -0.03
S 0.64420 0.78400 1.62980 -0.39 0.02 0.02
N 0.06602 2.20245 1.17045 0.30 0.16 0.01
C 0.19380 2.25396 -0.16243 -0.02 -0.39 0.21
H -2.79697 4.39410 -2.61307 0.00 0.03 -0.02
H -2.52770 6.01993 -1.99260 -0.04 0.04 0.00
H -4.03591 5.15823 -1.59890 -0.03 0.00 -0.08
H -3.92943 3.75515 0.16006 -0.01 -0.02 -0.01
H -0.53206 4.69768 0.60771 -0.01 -0.04 0.02
H -0.46786 5.44637 -0.99810 -0.02 0.06 0.02
H -0.12802 4.00900 -3.00540 0.02 -0.03 -0.02
H 0.82435 1.94611 -3.94638 0.02 0.01 -0.03
H 1.36958 0.01235 -2.50917 0.03 -0.01 -0.01
C 2.04411 -3.00583 1.84793 0.02 -0.07 0.02
C 1.13803 -3.62132 0.79681 -0.01 0.06 -0.03
O 1.45385 -4.96354 0.46906 0.00 -0.02 -0.04
C 1.38126 -5.89447 1.53212 0.02 -0.06 0.02
C 0.00416 -6.01509 2.16269 -0.02 0.05 -0.03
H 3.08821 -3.06727 1.53868 0.00 0.00 -0.01
H 1.78314 -1.95521 1.96740 0.03 0.02 0.01
H 1.94622 -3.49151 2.82009 -0.04 0.02 0.00
H 1.24325 -3.07209 -0.13828 -0.01 0.01 0.00
H 0.08815 -3.53410 1.10033 0.01 -0.02 0.02
H 2.13193 -5.66670 2.29809 -0.02 0.03 0.01
H 1.66404 -6.84750 1.08427 0.01 0.00 0.01
H -0.30407 -5.09351 2.65782 0.02 -0.01 0.02
H 0.01050 -6.80600 2.91364 0.00 -0.02 -0.01
H -0.74219 -6.26113 1.40636 0.00 0.00 0.00
```
Forces are in eV/Å.


4.
C13H19N4O5RuS2 | wB97M-V/def2-TZVPD

The spin multiplicity is 2. The orbital gap (spin up / spin down) is 7.9 / 7.0 eV. For the energy relative to the best compared isomer or geometry (same formula, charge and spin), the calculation gives 5.1 kcal/mol.

The geometry in XYZ format:
```
44
Properties=species:S:1:pos:R:3:forces:R:3
Ru -0.22504 0.12323 0.30414 -0.02 -0.18 -0.11
N -1.09989 0.49975 2.19892 -0.13 -0.03 0.00
C -2.12735 1.54987 2.03562 0.02 -0.03 0.01
C -1.65413 2.62111 1.05086 -0.01 -0.01 0.01
N -1.05038 2.05924 -0.18588 0.04 0.00 0.00
C -1.98349 1.81543 -1.30022 -0.02 0.00 0.00
C -2.91527 0.66024 -0.95990 0.00 0.00 0.02
N -2.13903 -0.45712 -0.36864 -0.01 0.05 -0.01
H -0.29846 0.90776 2.69542 0.05 0.02 0.02
H -1.45019 -0.31066 2.69914 -0.01 -0.01 -0.01
H -3.05121 1.07590 1.70671 0.00 0.01 -0.01
H -2.34262 2.03865 2.98860 0.00 0.00 0.00
H -2.49201 3.27991 0.80037 0.01 0.00 0.00
H -0.87731 3.20456 1.53602 0.01 0.01 0.01
H -0.31372 2.68406 -0.49323 -0.01 0.01 0.00
H -2.57628 2.70620 -1.53111 0.00 0.00 0.01
H -1.37824 1.55671 -2.16758 -0.01 0.00 0.00
H -3.66692 0.97846 -0.23977 -0.01 0.00 0.00
H -3.44740 0.33728 -1.85523 0.02 0.00 -0.01
H -2.69546 -1.01790 0.26820 -0.01 0.02 0.01
H -1.79930 -1.10212 -1.08543 -0.02 -0.02 -0.01
O 2.91881 1.98610 3.14146 0.00 -0.01 0.00
C 2.16921 1.65644 2.23523 0.02 0.03 0.00
O 0.94340 1.95110 2.05960 0.06 0.08 -0.01
C 2.74553 0.79734 1.11406 -0.01 -0.02 -0.01
C 4.11151 0.57154 1.01869 0.01 -0.01 0.00
C 4.61043 -0.14553 -0.05200 0.00 -0.01 0.02
C 3.72998 -0.59373 -1.02683 -0.01 0.01 -0.01
C 2.38681 -0.33816 -0.86350 0.01 0.12 -0.09
N 1.90066 0.31919 0.20049 0.01 0.07 0.05
C 1.36769 -0.69737 -1.91561 -0.11 -0.35 0.22
O 1.65105 -1.35490 -2.88907 0.04 0.13 -0.08
O 0.18467 -0.20729 -1.64473 0.09 0.11 0.02
H 4.73730 0.97556 1.80134 0.00 0.00 0.00
H 5.67121 -0.34061 -0.13799 0.00 0.00 0.00
H 4.04710 -1.13001 -1.90968 0.00 0.00 0.00
C -0.81595 -3.75087 -2.20171 0.00 0.01 0.00
O -0.66942 -2.84230 -1.10226 0.00 -0.04 0.02
C -0.08929 -3.29134 0.02555 -0.02 0.02 -0.01
S 0.24103 -4.86880 0.31799 0.01 -0.01 -0.01
S 0.29107 -2.03752 1.16190 0.01 0.03 -0.04
H -1.19674 -3.14427 -3.01966 0.01 0.00 0.01
H -1.50420 -4.55375 -1.94430 0.00 -0.01 0.00
H 0.15182 -4.17139 -2.46597 0.00 0.00 0.00
```
Forces are in eV/Å.


5.
C13H19O3 | wB97M-V/def2-TZVPD

As for the total charge: +1. The orbital gap is 6.2 eV.

The geometry in XYZ format:
```
35
Properties=species:S:1:pos:R:3:forces:R:3
C 4.19253 -1.24903 1.89528 0.47 -0.86 -0.01
O 3.65028 0.04895 1.89902 -3.48 0.96 -0.04
C 2.24974 0.08648 1.88847 1.90 -0.07 0.03
C 1.61474 1.33915 1.88501 0.15 0.41 -0.01
C 0.24837 1.44984 1.88128 0.13 -0.10 0.01
C -0.56522 0.28802 1.88174 -0.38 -0.59 0.02
C -1.95981 0.30098 1.88477 -0.30 -2.52 -0.12
O -2.68039 -0.85769 1.88503 2.80 2.91 0.03
C -4.06996 -0.63126 1.90746 -1.65 0.15 0.03
C 0.07976 -0.96581 1.88301 0.28 -0.08 0.00
C 1.44160 -1.06117 1.88722 0.26 -0.49 0.00
H 5.27999 -1.18032 1.89447 -0.18 0.27 0.00
H 3.87478 -1.78142 2.79288 0.09 -0.14 -0.05
H 3.87284 -1.77535 0.99490 0.10 -0.15 0.05
H 2.24113 2.21410 1.88581 0.05 0.22 0.00
H -0.21190 2.42260 1.88264 -0.05 0.24 -0.01
H -2.49785 1.23358 1.89029 -0.41 0.21 -0.01
H -4.59260 -1.58972 1.90771 0.33 0.12 0.00
H -4.33712 -0.07360 2.80422 -0.08 -0.08 0.04
H -4.36552 -0.06167 1.02767 -0.06 -0.06 -0.05
H -0.52739 -1.85460 1.88554 0.01 -0.20 -0.02
H 1.89123 -2.03596 1.89203 0.02 -0.19 -0.01
C 1.43445 0.40161 -4.45325 -0.15 -0.42 0.25
C 0.21743 0.96603 -3.74231 -0.07 0.72 -0.35
O -0.43157 -0.00955 -2.92750 -1.01 0.20 0.72
C -1.56437 0.48094 -2.30154 0.57 -0.47 -0.23
C -2.41796 -0.29213 -1.64011 0.57 -0.16 -0.06
H 1.91543 1.14698 -5.09034 -0.21 0.06 0.13
H 2.17701 0.04439 -3.73746 -0.03 0.05 0.03
H 1.15834 -0.44742 -5.08140 -0.05 0.07 0.02
H 0.49067 1.81407 -3.09993 0.11 -0.05 -0.11
H -0.52125 1.33646 -4.46656 0.22 -0.03 -0.02
H -1.74561 1.54656 -2.36192 0.24 0.19 -0.23
H -3.29252 0.09281 -1.15475 -0.22 0.37 -0.05
H -2.24929 -1.34688 -1.57936 0.04 -0.50 -0.01
```
Forces are in eV/Å.


6.
C13H20BCa2F6MgN5O15S3 | wB97M-V/def2-TZVPD

As for the total charge: -2. The orbital gap is 1.8 eV.

The geometry in XYZ format:
```
66
Properties=species:S:1:pos:R:3:forces:R:3
C -0.71287 0.10574 -4.34819 -0.83 -0.28 2.89
C -1.42850 -0.22320 -2.99936 4.68 3.60 -3.36
N -0.99473 0.95405 -2.22012 1.08 0.34 -1.08
C -1.45948 1.14536 -0.81252 0.40 0.79 0.94
C -0.47213 0.51757 0.29032 0.16 0.11 0.48
C -0.95633 -0.88436 0.89773 0.09 1.53 1.29
C -0.12018 -1.39941 2.18585 0.42 -1.20 -0.69
C 1.46377 -1.08685 2.12527 -0.45 0.26 0.59
C 1.80608 0.35252 2.75985 0.17 0.27 -1.64
C 3.26719 0.45769 3.43480 -2.18 -0.44 0.32
S 3.67038 2.31101 3.51335 -2.42 0.35 0.63
C 2.11647 3.20814 3.95029 -3.58 1.73 0.27
N 0.99359 3.62707 3.14479 2.86 -0.76 3.59
N 0.11931 4.27760 3.97929 2.59 -0.78 3.22
C 0.64553 4.29512 5.34413 0.93 -1.54 -5.04
O 1.89942 3.63461 5.29493 -1.78 0.10 -1.97
C -0.12342 1.87691 -2.89202 -1.71 -3.72 -1.98
N 0.05909 1.33279 -4.23520 -3.03 -2.08 4.24
H -0.81081 -0.55800 -5.28317 0.32 1.50 1.43
H -2.09654 -1.09898 -2.69045 0.33 1.81 -0.77
H -1.49501 2.28845 -0.61848 -0.31 -1.47 -0.18
H -2.50250 0.68832 -0.70482 1.45 0.77 -0.29
H -0.43368 1.26837 1.17730 -0.11 -1.24 -1.47
H 0.62565 0.44122 -0.08679 -1.70 0.22 0.33
H -2.04725 -0.72266 1.26174 1.73 -0.77 -0.95
H -0.95973 -1.68652 0.06087 -0.72 0.90 1.24
H -0.52020 -0.99507 3.18131 0.34 -0.52 -1.36
H -0.24081 -2.54911 2.21447 0.03 1.73 0.30
H 1.99009 -1.88594 2.78600 -2.91 1.57 -1.10
H 1.88990 -1.24133 1.05098 -0.33 0.33 1.48
H 0.93541 0.66653 3.43653 1.58 -0.56 -0.60
H 1.80195 1.10702 1.87532 -0.02 -1.18 1.57
H 4.06038 -0.04993 2.77466 -0.69 0.90 0.77
H 3.19463 0.03712 4.50451 0.43 0.43 -1.43
H 0.19076 4.75282 6.29821 1.56 -0.94 -1.15
H 0.35801 2.84127 -2.48157 -1.32 -1.55 -0.55
H 0.62374 1.75537 -4.99521 0.06 0.28 -0.49
O -2.11545 -2.92596 4.87260 0.25 0.21 -0.22
S -0.90157 -2.45268 5.55963 -1.35 0.26 1.18
O -0.78845 -0.98875 5.40473 0.33 0.20 -0.70
O 0.28616 -3.09348 4.95725 1.66 -0.38 -0.70
O -0.97277 -2.80118 6.98716 0.29 -0.18 -0.45
Mg 6.03322 3.43139 3.00013 0.81 0.33 -0.19
N -2.03655 4.78963 -1.00968 -0.71 0.69 -0.23
O -2.89816 5.62206 -1.32494 0.34 -0.23 0.11
O -2.20552 4.06054 -0.01042 0.11 -0.61 0.21
O -0.99543 4.67325 -1.69470 0.52 -0.50 -0.30
C -3.30780 -2.76454 -4.83439 -1.56 -1.37 1.40
O -2.57918 -2.44516 -5.81897 1.28 2.34 0.15
O -3.87374 -3.97261 -5.00851 0.53 0.41 -0.63
O -3.55678 -2.14703 -3.78341 1.12 0.35 -0.53
H -3.44872 -4.10046 -5.88889 -0.44 -1.47 -0.31
Ca 0.10996 -2.72503 -1.31139 -0.54 -0.89 -0.20
B -0.47537 -6.84881 0.60599 -0.61 -2.11 0.97
F -1.72659 -6.96656 1.28607 1.33 0.45 -0.85
F 0.60053 -7.05397 1.53166 -0.68 0.57 -0.94
F -0.40127 -7.82185 -0.44229 0.08 1.21 0.74
F -0.36330 -5.52319 0.03440 0.32 1.17 -0.55
Ca 3.63684 -2.60629 3.10450 0.77 -0.61 0.90
F -2.06926 -3.88247 -7.09482 -0.35 -0.19 0.36
F 1.60253 4.72089 7.43551 -0.27 0.40 0.52
O 0.41063 2.31962 -8.59547 -0.04 0.00 -0.39
S 1.62256 2.85168 -7.94389 0.52 0.26 0.87
O 1.67197 4.31162 -8.13145 -0.28 -0.23 -0.23
O 2.81586 2.24216 -8.55641 -0.29 -0.16 -0.22
O 1.58846 2.53584 -6.50461 -0.26 -0.38 0.78
```
Forces are in eV/Å.